No. 1
{
  "formula": "C5H11N2",
  "method": "the ωB97M-V functional and the def2-TZVPD basis",
  "species": ["C", "C", "C", "C", "C", "N", "N", "H", "H", "H", "H", "H", "H", "H", "H", "H", "H", "H"],
  "xyz": [[1.2674, -0.9780, -0.5594], [-1.0996, 0.5067, -0.3317], [0.3258, 0.0458, -0.1706], [-1.7175, 0.2403, -1.6702], [2.2164, 0.4769, 1.6110], [1.4124, 0.1306, 0.5127], [-1.2945, -0.4931, 0.6575], [1.1998, -2.0074, -0.1234], [1.8627, -0.5813, -1.3978], [-1.1742, 1.5705, 0.0800], [-1.4650, -0.7710, -2.0782], [-1.2573, 1.0588, -2.3423], [-2.8103, 0.4772, -1.9276], [3.1264, 0.7777, 1.2929], [1.7135, 1.3141, 2.3080], [2.3632, -0.3608, 2.2110], [-1.7837, -0.2416, 1.5394], [-1.7016, -1.3453, 0.1845]],
  "nbo_charge": [-0.25, -0.10, 0.42, -0.67, -0.40, -0.27, -0.77, 0.25, 0.24, 0.25, 0.23, 0.25, 0.28, 0.23, 0.24, 0.23, 0.43, 0.41],
  "relative_energy_kj_mol": 373.6,
  "total_charge": 1,
  "orbital_gap_ha": 0.4047,
  "energy_ev": -8333.2471
}

No. 2
{
  "formula": "C5H11N2",
  "method": "the ωB97M-V functional and the def2-TZVPD basis",
  "species": ["H", "N", "C", "N", "C", "C", "C", "C", "H", "H", "H", "H", "H", "H", "H", "H", "H", "H"],
  "xyz": [[2.8708, -1.7316, -0.1818], [1.9152, -1.4059, -0.2033], [1.5740, -0.2359, -0.0790], [2.6077, 0.9424, 0.1325], [0.1481, 0.3214, -0.0945], [-1.2006, -0.1040, -0.0384], [-2.2872, 0.8927, -0.1766], [-1.5638, -1.5201, 0.1802], [2.6215, 1.1759, 1.1328], [2.3201, 1.7734, -0.3946], [3.5476, 0.6502, -0.1634], [0.2085, 1.4026, -0.2024], [-3.2524, 0.3979, -0.1341], [-2.2066, 1.4242, -1.1234], [-2.2551, 1.6440, 0.6119], [-2.2769, -1.8430, -0.5774], [-2.0750, -1.6127, 1.1414], [-0.6959, -2.1714, 0.1701]],
  "nbo_charge": [0.38, -0.57, 0.44, -0.75, -0.40, 0.24, -0.68, -0.68, 0.45, 0.45, 0.45, 0.18, 0.24, 0.25, 0.25, 0.25, 0.25, 0.24],
  "relative_energy_kj_mol": 151.1,
  "total_charge": 1,
  "orbital_gap_ha": 0.3453,
  "smiles": "[H]/N=C(\\[NH3+])C=C(C)C",
  "energy_ev": -8335.5527
}

No. 3
{
  "formula": "C5H11N2O",
  "method": "the ωB97M-V functional and the def2-TZVPD basis",
  "species": ["C", "N", "C", "C", "C", "N", "C", "O", "H", "H", "H", "H", "H", "H", "H", "H", "H", "H", "H"],
  "xyz": [[0.6786, -1.9662, 1.8720], [1.1596, -0.8895, 2.3569], [1.1606, 0.2796, 1.4416], [-0.0666, 0.2931, 0.5751], [0.0229, -0.0798, -0.9925], [0.8743, 1.0802, -1.6487], [-1.5586, 0.0184, -1.6956], [-2.0430, 1.1507, -1.3669], [0.7058, -2.6543, 2.6817], [0.3335, -2.2213, 0.9137], [1.1752, 1.2578, 2.0207], [2.0740, 0.1830, 0.8989], [-0.7574, -0.3737, 0.9713], [-0.6241, 1.1565, 0.6860], [0.4027, -1.1017, -1.2350], [0.4824, 1.8885, -1.2577], [0.5824, 1.0682, -2.6730], [-1.4530, -0.1808, -2.8082], [-2.2363, -0.8341, -1.4255]],
  "nbo_charge": [-0.11, -0.38, -0.26, -0.47, -0.08, -0.88, 0.03, -0.93, 0.16, 0.17, 0.18, 0.21, 0.20, 0.23, 0.14, 0.35, 0.34, 0.04, 0.06],
  "relative_energy_kj_mol": 200.7,
  "total_charge": -1,
  "orbital_gap_ha": 0.2330,
  "smiles": "C=NCC[C@H](N)C[O-]",
  "energy_ev": -10388.4578
}

No. 4
{
  "formula": "C5H11N2O",
  "method": "the ωB97M-V functional and the def2-TZVPD basis",
  "species": ["N", "C", "N", "C", "C", "C", "C", "O", "H", "H", "H", "H", "H", "H", "H", "H", "H", "H", "H"],
  "xyz": [[-1.7087, 0.1309, -1.7256], [-0.8835, -1.0257, -2.0707], [0.1030, -1.6589, -1.4630], [0.5206, -1.2557, -0.1296], [1.3264, 0.0379, -0.0554], [1.0816, 0.5879, 1.3121], [-0.2453, 1.4691, 1.5212], [-1.1519, 0.4990, 1.7663], [-1.4916, 0.5407, -0.7616], [-2.6900, 0.0242, -1.9410], [-1.2306, -1.5435, -3.0285], [-0.4152, -1.1474, 0.6005], [1.1778, -2.1624, 0.2085], [0.8053, 0.7469, -0.6722], [2.3682, -0.2626, -0.3627], [1.1303, -0.1690, 2.2021], [1.9824, 1.0917, 1.6916], [-0.5072, 1.9683, 0.5491], [-0.1717, 2.1287, 2.3588]],
  "nbo_charge": [-0.89, 0.26, -0.50, -0.28, -0.44, -0.43, -0.02, -0.99, 0.43, 0.37, 0.14, 0.27, 0.16, 0.20, 0.19, 0.19, 0.16, 0.07, 0.11],
  "relative_energy_kj_mol": 145.4,
  "total_charge": -1,
  "orbital_gap_ha": 0.2343,
  "smiles": "N/C=N\\CCCC[O-]",
  "energy_ev": -10389.0308
}

No. 5
{
  "formula": "C5H11N2O",
  "method": "the ωB97M-V functional and the def2-TZVPD basis",
  "species": ["C", "C", "C", "C", "N", "C", "N", "H", "H", "H", "H", "H", "H", "H", "H", "H", "H", "H", "O"],
  "xyz": [[-2.1587, 1.5528, 1.5350], [-1.9065, 0.0876, 0.9983], [-0.7088, -0.1934, 0.1223], [0.5912, -0.5966, 0.4095], [1.2692, -0.7312, -0.8158], [0.4503, -0.5892, -1.8189], [-0.8078, -0.4054, -1.2497], [-3.2328, 1.8276, 1.2957], [-1.7767, 1.6245, 2.6305], [-1.5526, 2.2358, 0.9806], [-2.8243, -0.2664, 0.4989], [-1.8510, -0.6198, 1.8774], [0.9914, -0.9765, 1.3049], [2.3016, -0.8967, -1.1513], [0.7561, -0.8022, -2.8584], [-1.7476, -0.2411, -1.7199], [4.3146, -0.1249, -1.3968], [4.0971, -0.2855, 0.1079], [3.7953, -0.5993, -0.7503]],
  "nbo_charge": [-0.61, -0.46, 0.19, -0.08, -0.47, 0.23, -0.50, 0.24, 0.24, 0.21, 0.23, 0.25, 0.25, 0.49, 0.26, 0.46, 0.50, 0.51, -0.94],
  "relative_energy_kj_mol": 128.1,
  "total_charge": 1,
  "orbital_gap_ha": 0.3930,
  "energy_ev": -10384.2782
}

No. 6
{
  "formula": "C5H11N2O",
  "method": "the ωB97M-V functional and the def2-TZVPD basis",
  "species": ["C", "C", "C", "C", "N", "C", "N", "H", "H", "H", "H", "H", "H", "H", "H", "H", "H", "H", "O"],
  "xyz": [[-1.0365, -1.7495, -1.2974], [0.3039, -1.1114, -0.8916], [0.0302, 0.1791, -0.2062], [-0.8654, 0.5584, 0.7296], [-0.7978, 1.9486, 0.8110], [0.1479, 2.4026, 0.0159], [0.7060, 1.3447, -0.5701], [-1.7552, -1.7503, -0.4742], [-0.9904, -2.8027, -1.5852], [-1.5514, -1.2857, -2.1425], [0.9402, -1.0331, -1.7680], [0.6924, -1.8194, -0.1639], [-1.5853, 0.0861, 1.3717], [-1.3367, 2.4002, 1.5273], [0.3761, 3.4435, -0.1299], [1.1163, 1.3401, -1.4938], [1.6011, -1.3183, 2.4822], [2.1381, -0.0015, 2.1002], [1.8665, -0.8315, 1.6852]],
  "nbo_charge": [-0.60, -0.46, 0.21, -0.07, -0.45, 0.25, -0.47, 0.21, 0.24, 0.22, 0.23, 0.27, 0.25, 0.45, 0.26, 0.45, 0.48, 0.47, -0.94],
  "relative_energy_kj_mol": 75.3,
  "total_charge": 1,
  "orbital_gap_ha": 0.3927,
  "energy_ev": -10384.8249
}

No. 7
{
  "formula": "C5H11N2O",
  "method": "the ωB97M-V functional and the def2-TZVPD basis",
  "species": ["C", "C", "C", "C", "C", "N", "N", "O", "H", "H", "H", "H", "H", "H", "H", "H", "H", "H", "H"],
  "xyz": [[0.6509, -2.8856, 0.2539], [0.1848, -2.5112, 1.6325], [-0.9462, 3.7065, -1.1972], [-0.8775, 2.7156, -0.1616], [0.1600, -0.4402, -0.1088], [0.8049, -1.5320, 0.6405], [0.1960, 3.4406, -0.3665], [-1.2611, 1.7662, 0.4729], [1.6211, -3.5923, 0.1932], [-0.0074, -2.9762, -0.5878], [-0.7787, -2.2373, 1.8718], [0.8307, -2.8515, 2.4464], [-0.9438, 3.4611, -2.1987], [-1.6357, 4.6273, -1.0491], [0.0870, -0.6316, -1.2156], [0.5317, 0.4884, 0.1650], [1.7482, -1.2943, 0.8911], [0.7361, 4.1456, 0.0692], [-1.4468, -0.6569, 0.1155]],
  "nbo_charge": [-0.23, -0.18, -0.31, 0.68, -0.35, -0.39, -0.61, -0.58, 0.27, 0.25, 0.25, 0.25, 0.20, 0.21, 0.24, 0.24, 0.44, 0.42, 0.22],
  "relative_energy_kj_mol": 676.4,
  "total_charge": 1,
  "orbital_gap_ha": 0.3585,
  "energy_ev": -10378.5945
}

No. 8
{
  "formula": "C5H11N2O",
  "method": "the ωB97M-V functional and the def2-TZVPD basis",
  "species": ["C", "C", "C", "C", "C", "N", "N", "O", "H", "H", "H", "H", "H", "H", "H", "H", "H", "H", "H"],
  "xyz": [[1.1290, -1.9501, -0.0469], [1.6168, -0.6449, -0.0136], [0.5059, 0.1452, 0.0132], [3.0535, -0.4107, 0.0256], [0.0753, 1.5685, -0.1140], [-0.7117, -0.8888, 0.0801], [-3.3048, -0.0969, -0.2805], [-0.1721, -2.1098, 0.0431], [1.8400, -2.8316, 0.2305], [3.1792, 0.7497, -0.0087], [3.4542, -0.6822, -0.9225], [3.5592, -0.9901, 0.7751], [-1.0212, 1.4299, -0.4098], [0.6796, 2.2082, -0.7048], [0.0357, 2.0432, 0.9125], [-1.6795, -0.8330, -0.2883], [-3.7156, -0.4923, 0.5999], [-4.0454, -0.3143, -1.0041], [-3.3191, 0.8773, -0.1950]],
  "nbo_charge": [0.27, -0.16, 0.32, -0.64, -0.69, -0.24, -1.09, -0.18, 0.25, 0.25, 0.25, 0.26, 0.25, 0.27, 0.27, 0.46, 0.39, 0.40, 0.38],
  "relative_energy_kj_mol": 379.3,
  "total_charge": 1,
  "orbital_gap_ha": 0.3775,
  "energy_ev": -10381.6741
}

No. 9
{
  "formula": "C5H11N2O",
  "method": "the ωB97M-V functional and the def2-TZVPD basis",
  "species": ["C", "C", "C", "C", "N", "C", "N", "H", "H", "H", "H", "H", "H", "H", "H", "H", "H", "H", "O"],
  "xyz": [[-2.0623, 1.9368, 0.5967], [-1.8528, 0.4818, 0.2000], [-0.4965, 0.2017, -0.3333], [0.6782, 0.5897, 0.2284], [1.6800, 0.1302, -0.5994], [1.1713, -0.7096, -1.4905], [-0.1589, -0.6340, -1.3732], [-1.6723, 2.2061, 1.5787], [-3.1265, 2.1704, 0.5986], [-1.6167, 2.6205, -0.1117], [-2.6179, 0.1973, -0.5139], [-2.1701, -0.1981, 0.9974], [0.9310, 1.1616, 1.1027], [2.6607, 0.2354, -0.3872], [1.7798, -1.1199, -2.2837], [-0.6786, -1.3887, -1.8143], [0.9844, -1.0934, 2.6078], [1.9994, -2.0767, 1.9906], [1.1401, -1.6656, 1.8511]],
  "nbo_charge": [-0.61, -0.46, 0.17, -0.02, -0.45, 0.25, -0.46, 0.22, 0.24, 0.22, 0.24, 0.25, 0.25, 0.45, 0.25, 0.46, 0.48, 0.48, -0.96],
  "relative_energy_kj_mol": 65.8,
  "total_charge": 1,
  "orbital_gap_ha": 0.3928,
  "energy_ev": -10384.9238
}

No. 10
{
  "formula": "C5H11N2O",
  "method": "the ωB97M-V functional and the def2-TZVPD basis",
  "species": ["N", "C", "N", "C", "C", "C", "C", "O", "H", "H", "H", "H", "H", "H", "H", "H", "H", "H", "H"],
  "xyz": [[1.2188, 1.9821, -1.6093], [1.7426, 1.2373, -0.6619], [1.2573, 0.0918, -0.3102], [0.0891, -0.5241, -0.9292], [-1.2639, 0.1346, -0.5127], [-1.9148, -0.6734, 0.6040], [-1.0965, -1.2385, 1.7074], [0.0804, -0.9967, 1.8442], [0.4781, 1.6769, -2.2229], [1.7141, 2.7710, -2.0032], [2.6117, 1.6079, -0.1585], [1.3237, -0.2033, 0.6694], [0.0758, -1.5792, -0.6784], [0.2808, -0.5638, -2.0009], [-0.9673, 1.1439, -0.2135], [-1.9615, 0.2611, -1.3328], [-2.7042, -1.3270, 0.2309], [-2.5358, 0.0489, 1.1527], [-1.6613, -1.9056, 2.3741]],
  "nbo_charge": [-0.73, 0.40, -0.51, -0.26, -0.42, -0.55, 0.47, -0.58, 0.42, 0.43, 0.23, 0.47, 0.24, 0.22, 0.21, 0.24, 0.26, 0.27, 0.15],
  "relative_energy_kj_mol": 97.6,
  "total_charge": 1,
  "orbital_gap_ha": 0.3939,
  "smiles": "N/C=[NH+]\\CCCC=O",
  "energy_ev": -10384.5935
}

No. 11
{
  "formula": "C5H11N2O",
  "method": "the ωB97M-V functional and the def2-TZVPD basis",
  "species": ["C", "C", "C", "N", "C", "C", "N", "O", "H", "H", "H", "H", "H", "H", "H", "H", "H", "H", "H"],
  "xyz": [[-0.3308, -1.8712, -0.4023], [-0.3104, -0.3673, -0.2950], [-0.8491, 0.4459, -1.4626], [-0.6135, 0.1430, 1.0537], [0.4249, 1.0771, 1.3709], [1.6997, 0.5769, 0.7957], [1.3472, -0.1333, -0.3950], [1.9977, -0.3901, -1.2994], [0.1912, -2.3260, -1.3225], [-1.3115, -2.2341, -0.4844], [0.1278, -2.2701, 0.5650], [-0.7782, -0.1390, -2.3897], [-0.3726, 1.3869, -1.6998], [-1.9493, 0.7734, -1.2926], [-0.5861, -0.6147, 1.7229], [0.5606, 1.0712, 2.4609], [0.0811, 1.9539, 0.9530], [2.4191, 1.3900, 0.4366], [2.2672, -0.1618, 1.5236]],
  "nbo_charge": [-0.66, 0.29, -0.69, -0.58, -0.25, -0.35, 0.37, -0.08, 0.26, 0.26, 0.22, 0.25, 0.24, 0.28, 0.38, 0.25, 0.22, 0.29, 0.30],
  "relative_energy_kj_mol": 461.7,
  "total_charge": 1,
  "orbital_gap_ha": 0.3091,
  "smiles": "CC1(C)NCC[N+]1=O",
  "energy_ev": -10380.8205
}

No. 12
{
  "formula": "C5H11N2O",
  "method": "the ωB97M-V functional and the def2-TZVPD basis",
  "species": ["O", "C", "C", "C", "C", "C", "N", "N", "H", "H", "H", "H", "H", "H", "H", "H", "H", "H", "H"],
  "xyz": [[0.6042, 2.7507, 0.5552], [1.0137, 2.5268, -0.5316], [1.2496, 1.1627, -1.1327], [1.2683, -0.0837, -0.2786], [-0.0589, -0.3932, 0.3729], [-0.4586, -1.7255, 0.2710], [-1.8483, -2.2030, 0.5840], [-0.7755, 0.6367, 0.9755], [1.2834, 3.3503, -1.2664], [0.2974, 0.9294, -1.8106], [2.0087, 1.2365, -1.9080], [1.5535, -1.0674, -0.7977], [2.0689, 0.1922, 0.4540], [0.2814, -2.5008, -0.0539], [-2.2694, -1.8211, 1.4982], [-2.3740, -1.8344, -0.3216], [-1.7974, -3.2630, 0.6240], [-0.4090, 1.6758, 1.2392], [-1.6380, 0.4313, 1.5271]],
  "mulliken_spin": [0.00, 0.00, 0.00, 0.02, 0.04, 0.50, -0.01, 0.43, 0.00, 0.00, 0.00, 0.00, 0.01, 0.01, 0.01, 0.02, 0.00, -0.02, -0.02],
  "relative_energy_kj_mol": 203.8,
  "s_squared": 0.78,
  "total_charge": 2,
  "orbital_gap_ha": [0.3444, 0.2076],
  "spin_multiplicity": 2,
  "energy_ev": -10370.0064
}